22
Properties=species:S:1:pos:R:3:forces:R:3 method="wB97M-V/def2-TZVPD" largest_force_ev_per_a=3.0 de_lowest_kcal_mol=115.6 orbital_gap_ev=8.90 homo_ev=-8.33
C -1.37454 -0.32613 0.02684 1.9 1.0 -0.7
C 0.50520 0.12301 -0.97351 -2.2 -0.6 -0.9
C -1.20531 -1.53780 0.81709 1.4 -0.6 0.7
C -2.27741 -0.33473 -1.16195 0.0 0.2 -0.1
O 0.23643 1.35847 -1.58896 0.0 0.1 -0.1
H 0.57955 2.08448 -1.05851 0.0 -0.2 0.1
H -1.38831 0.60666 0.58164 -0.1 0.0 0.0
H 1.55228 -0.17125 -1.06641 0.2 0.3 0.9
H 0.09298 -0.65242 -1.61396 -0.3 0.0 -0.4
H -1.67024 -1.46410 1.80171 -0.3 -0.1 -0.1
H -2.15169 -1.23996 -1.75810 0.0 0.0 0.0
H -3.31479 -0.30967 -0.80632 0.1 0.0 0.0
H -0.09712 -1.61277 1.09569 -1.2 -0.2 -0.3
H -1.49910 -2.44844 0.29546 -0.2 0.1 0.0
H -2.12147 0.54206 -1.79240 0.0 -0.1 0.0
C 2.49874 1.13613 0.80758 -0.3 0.0 -0.7
C 1.30279 0.26124 1.12100 1.2 -1.6 2.3
O 1.47564 -0.93527 1.45947 0.0 1.9 -0.6
H 0.47596 0.83566 1.58274 -0.3 -0.2 -0.4
H 2.91261 1.50657 1.74799 -0.1 -0.1 0.0
H 2.20490 2.00503 0.21051 0.1 0.0 0.1
H 3.26290 0.57324 0.27239 0.0 0.0 0.1



34
Properties=species:S:1:pos:R:3:forces:R:3 method="wB97M-V/def2-TZVPD" largest_force_ev_per_a=9.0 s2=8.78 orbital_gap_ev="4.09 / 2.01" homo_ev="-3.74 / -6.14" multiplicity=6
C -2.56672 -0.85656 -0.63067 -1.9 -0.5 -0.5
C -2.34551 -1.36418 0.69578 -1.5 -0.8 0.7
C -2.29283 -0.24209 1.59532 -2.1 -0.3 1.1
H -2.18415 -2.40456 0.98295 0.0 0.5 -0.2
C -2.50062 0.94899 0.82175 -1.5 0.6 0.8
C -2.66425 0.56999 -0.54859 -1.7 0.4 -0.8
H -2.82875 1.25726 -1.37520 0.0 -0.3 0.2
H -2.60529 -1.43982 -1.54586 0.0 0.1 0.3
H -2.17637 -0.27868 2.67601 0.2 0.0 -0.4
H -2.53349 1.95998 1.21545 0.0 -0.2 -0.1
Pd -0.86405 -0.05932 0.16728 9.0 -0.4 -0.9
Br 0.84855 -1.10716 -1.76451 0.1 0.3 -0.4
C 2.24951 0.65616 -4.52015 -0.5 0.2 -0.1
C 1.14820 1.45193 -4.96067 -0.3 -1.0 -0.3
C 0.14904 0.56948 -5.48667 1.0 0.2 0.4
H 1.08309 2.53590 -4.90957 0.0 -0.3 0.0
C 0.63822 -0.76784 -5.36956 0.1 0.4 0.2
C 1.93775 -0.71577 -4.77642 -0.5 0.0 0.5
H 2.56305 -1.56927 -4.53281 -0.1 0.2 -0.1
H 3.16395 1.01815 -4.05839 -0.3 -0.1 -0.1
H -0.80979 0.86439 -5.90588 0.3 -0.1 0.2
H 0.11887 -1.67427 -5.66890 0.1 0.3 0.1
O 0.66749 -1.26129 1.71581 -0.5 0.0 -1.4
N 0.77481 -0.60013 2.85987 -0.5 -0.3 -0.2
C 0.73797 0.76559 2.87037 0.4 1.9 0.8
C 1.06642 1.45390 4.02620 -0.5 -0.2 -1.7
C 1.37946 0.75364 5.17900 0.6 0.7 1.4
C 1.29151 -0.64027 5.17633 -0.3 -1.3 -0.8
C 0.93517 -1.30112 4.02517 0.6 -0.2 1.6
H 0.50159 1.27336 1.93148 0.1 -0.3 0.3
H 1.08987 2.53578 3.99167 -0.1 0.0 0.0
H 1.68128 1.27415 6.07951 0.0 0.0 -0.1
H 1.51510 -1.22808 6.06219 -0.2 0.1 -0.1
H 0.83092 -2.37827 3.98173 0.0 0.2 -0.3



7
Properties=species:S:1:pos:R:3:forces:R:3 method="wB97M-V/def2-TZVPD" largest_force_ev_per_a=2.8 de_lowest_kcal_mol=53.6 orbital_gap_ev=8.65 homo_ev=-8.64
N -0.59588 -1.00710 0.14651 -0.1 0.3 0.0
Si 0.22070 0.47895 0.15857 0.0 1.3 -2.3
Br 2.35904 -0.02385 0.17252 0.0 0.1 0.0
H -1.60050 -1.05071 0.14632 -0.1 0.0 0.0
H -0.17912 -1.85348 -0.20547 0.1 0.1 -0.1
H -0.18875 1.33073 1.24596 -0.2 0.2 0.4
H -0.01550 2.12546 -1.66442 0.2 -2.0 2.0



39
Properties=species:S:1:pos:R:3:forces:R:3 method="wB97M-V/def2-TZVPD" largest_force_ev_per_a=0.3 de_lowest_kcal_mol=0.0 total_charge=-1 orbital_gap_ev=8.11 homo_ev=-5.32
C 1.10903 -1.97642 1.61508 0.2 0.2 0.0
C 1.35579 -1.20886 0.33751 -0.3 -0.1 0.1
Cl 3.05478 -0.79166 0.09317 0.1 0.1 0.0
C 0.39405 -0.85542 -0.50908 0.2 -0.1 0.1
Cl 0.86195 0.02929 -1.95589 0.0 0.1 0.0
Ga -1.62255 -1.18917 -0.38511 -0.1 0.1 -0.1
S -2.15130 -2.60915 -2.14723 0.0 -0.2 0.0
C -2.27004 -2.16078 1.26573 -0.2 -0.1 -0.1
C -2.32228 -3.68892 1.13630 0.0 0.0 0.0
O -3.55330 -4.15201 0.57381 -0.1 0.2 0.1
C -2.53924 0.58249 -0.72489 -0.1 0.2 0.1
C -2.68531 1.49640 0.47042 0.1 0.1 -0.1
C -1.54223 1.47783 1.46874 -0.1 0.2 0.1
F -2.77587 2.86038 0.03443 -0.1 -0.1 0.0
H 0.57555 -1.35110 2.33664 0.0 -0.1 -0.1
H 0.53443 -2.88369 1.42651 0.0 0.1 0.0
H 2.05761 -2.25409 2.07486 -0.1 -0.1 -0.1
H -1.69843 -1.83298 -3.13984 0.0 0.1 0.0
H -1.72951 -1.88410 2.17576 0.1 0.0 -0.1
H -3.30467 -1.82671 1.43275 0.1 0.0 0.1
H -2.24169 -4.17151 2.11658 0.0 0.0 -0.1
H -1.50766 -4.07199 0.50684 0.1 0.1 0.1
H -3.86840 -3.46768 -0.02892 0.1 -0.1 -0.1
H -3.53109 0.37235 -1.13915 0.1 0.0 0.0
H -1.99149 1.12650 -1.50244 0.1 -0.1 0.1
H -3.64341 1.32280 0.97307 0.1 -0.1 0.1
H -1.77489 2.11579 2.32683 0.0 0.0 -0.1
H -1.35427 0.46924 1.84217 0.0 0.0 -0.1
H -0.63749 1.87127 0.99663 0.0 -0.2 0.0
C 4.53403 2.43433 -1.75985 -0.1 0.0 -0.1
C 3.90147 3.25162 -0.65364 -0.1 -0.1 0.0
O 2.49315 3.32874 -0.83587 0.0 0.0 0.0
O 4.23491 2.99200 -3.03039 0.1 0.1 0.0
H 5.62031 2.42674 -1.65215 0.0 0.0 0.0
H 4.17057 1.40015 -1.70871 0.0 0.0 0.1
H 4.26462 4.27935 -0.69827 0.0 0.0 0.0
H 4.15106 2.83087 0.32635 0.0 0.0 0.0
H 2.12448 2.45067 -0.67057 -0.1 0.0 -0.1
H 3.30730 3.25742 -2.98820 0.0 -0.1 0.0



35
Properties=species:S:1:pos:R:3:forces:R:3 method="wB97M-V/def2-TZVPD" largest_force_ev_per_a=5.2 de_lowest_kcal_mol=12.2 s2=2.03 total_charge=+2 orbital_gap_ev="7.25 / 4.94" homo_ev="-15.51 / -15.50" multiplicity=3
C -0.30592 2.91161 -0.60734 0.2 -0.1 -1.0
N -0.14871 1.68653 -1.10694 0.5 -0.6 0.4
N 0.06508 1.79012 -2.46392 -0.2 -0.4 0.8
C -0.01806 3.08289 -2.80793 -0.2 0.0 1.2
C -0.24676 3.82755 -1.65217 0.1 -0.2 -0.6
B 0.29677 0.58061 -3.39323 0.7 0.5 0.8
N 1.39559 -0.30302 -2.78303 -0.6 -0.2 1.0
N 1.40387 -0.64307 -1.43720 -0.3 0.4 -0.7
C 2.47489 -1.41594 -1.23124 -0.2 0.2 -0.8
C 3.13925 -1.61916 -2.45288 -0.1 0.0 0.1
C 2.42035 -0.90946 -3.40154 0.0 -0.1 0.9
Pd 0.02118 -0.02861 0.04873 2.1 4.2 -2.2
N -1.00584 -0.22834 -3.39595 -1.8 -0.5 -2.6
N -1.53844 -0.68341 -2.20157 -2.5 -1.5 -0.4
C -2.67529 -1.30531 -2.52351 1.6 0.8 1.2
C -2.90147 -1.25055 -3.93132 0.1 -0.1 0.5
C -1.79448 -0.54296 -4.43747 2.2 1.1 1.8
H -3.26211 -1.77874 -1.75028 -0.1 0.0 -0.1
H -1.51748 -0.24350 -5.42262 0.0 0.0 -0.5
H -3.69263 -1.66379 -4.49770 -0.7 -0.3 -0.4
H 0.56068 0.94212 -4.49116 0.0 -0.1 -0.1
H 2.54395 -0.79440 -4.46600 0.2 0.0 0.0
H 0.07930 3.36573 -3.83465 0.1 0.2 -0.2
H 4.02466 -2.19947 -2.63500 0.1 0.0 0.1
H -0.33251 4.88656 -1.61865 -0.1 0.5 0.2
H 2.69150 -1.76093 -0.23266 0.2 -0.1 -0.1
H -0.40947 3.03905 0.44725 -0.1 0.2 0.3
H -0.73142 -1.66453 -0.29663 -0.1 -1.3 0.9
C -0.26689 -1.97968 0.68984 -0.3 -1.9 0.1
H 0.35870 -2.83336 0.42591 0.1 0.2 0.1
H 0.43257 -1.23528 1.27747 -0.5 -1.3 -0.3
H -1.07538 -2.32114 1.34551 0.3 0.5 0.1
S -0.03967 0.03816 4.86414 0.1 0.2 -0.2
C 0.02841 0.47145 3.30712 -0.2 0.7 -2.9
N 0.02575 0.78217 2.14280 -0.5 -0.8 2.5



27
Properties=species:S:1:pos:R:3:forces:R:3 method="wB97M-V/def2-TZVPD" largest_force_ev_per_a=3.8 de_lowest_kcal_mol=47.0 smiles=Cc1c[nH]c2ccccc12.CC orbital_gap_ev=8.83 homo_ev=-7.92
C -1.99990 1.34154 -3.59841 2.3 -1.4 -0.1
C -1.99965 0.37747 -2.39757 -2.0 1.3 -0.6
H -3.00347 1.37325 -3.87483 -1.5 0.9 -1.0
H -1.53180 2.30365 -3.38347 -0.4 0.0 0.0
H -1.40527 0.88084 -4.41171 -0.5 0.4 0.1
H -1.31063 -0.39477 -2.42612 1.6 -1.3 -0.1
H -3.00647 -0.09252 -2.40906 0.6 0.2 0.6
H -1.82975 0.99140 -1.54009 -0.2 -0.1 1.1
C -1.79435 -1.26403 1.92337 -2.1 -3.2 0.4
C 1.29246 -0.47074 0.19183 0.2 -0.4 -0.5
C 0.22054 -0.21349 1.02249 1.3 1.6 0.8
C -0.56056 -1.37728 1.13878 0.7 0.2 -0.4
C 0.10890 -2.37737 0.47041 0.7 -0.3 -0.2
C 1.88309 1.88255 0.18231 -0.2 2.5 -1.1
C 1.99064 0.61866 -0.36811 0.5 0.3 -0.6
C 0.98363 2.11921 1.28567 -0.3 -1.9 0.8
C 0.21535 1.03899 1.72565 -0.8 -0.7 -0.6
N 1.33630 -1.84709 -0.05875 -0.7 1.6 -0.3
H 2.36806 2.80103 -0.43289 -1.1 -2.3 1.8
H 2.47313 0.52784 -1.35206 0.3 -0.2 0.7
H 0.79954 2.95549 1.95763 0.9 0.6 -0.9
H -0.44806 1.04570 2.62072 0.5 0.6 -0.8
H 2.11582 -2.17405 -0.65028 -1.4 -0.5 0.6
H -0.13132 -3.44972 0.36872 0.2 0.9 0.0
H -2.31065 -0.32786 2.04866 0.4 0.7 -0.6
H -1.57800 -1.59808 2.94826 -0.3 -0.1 -0.1
H -2.59603 -1.96560 1.48925 1.1 0.8 0.8